Entry 1:
C46H97F6NO22 | ωB97M-V/def2-TZVPD

Properties
LUMO level   0.273 eV
Largest force on an atom   6.21 eV/A
Total charge   0
Orbital gap   9.6 eV
HOMO level   -0.3437 Ha

Atoms and positions in Å:
F  -0.23235  -12.00738  4.63723
F  -11.17624  3.33027  -2.85860
F  0.52888  -13.68376  5.61551
F  -10.24364  5.27012  -2.44659
F  0.33252  -13.75374  3.45870
F  -12.23768  4.89465  -1.72979
O  1.89887  10.23307  -2.78731
O  0.32916  8.73366  -6.78550
O  -8.24272  -7.62654  -7.04331
O  16.79589  3.76736  5.82714
O  1.22211  2.59574  0.60073
O  2.19310  -0.32473  0.90785
O  1.92560  -2.37340  -8.80129
O  -1.79234  -14.81145  5.68734
O  -10.94113  2.46094  -0.43880
O  -2.60165  -13.52909  3.90747
O  14.15031  4.10886  7.53411
O  -6.98417  -9.54574  -5.19072
O  -1.10929  1.79757  -1.33870
O  3.68078  -2.26730  -11.25827
O  11.60787  5.47179  6.77865
O  0.72329  11.28815  -5.29027
O  -8.08222  -4.82278  -6.86656
O  -4.29537  3.19510  8.35407
O  -1.50413  2.76645  7.94172
O  -10.05792  4.45197  0.18651
O  0.47439  -4.01577  -6.62759
O  1.97643  2.23531  8.88657
N  -4.61344  -2.78418  4.13786
C  2.12320  1.85424  -0.15267
C  1.36305  -1.77787  -7.65842
C  16.48602  3.25582  7.15212
C  -11.03552  4.29577  -1.95231
C  15.44088  3.96447  8.09686
C  -3.71953  3.36693  7.09957
C  11.80431  4.45984  7.83500
C  4.37880  -2.70199  -12.41658
C  -0.58587  9.82713  -6.86856
C  -10.57588  3.72402  -0.62889
C  2.93895  0.92283  0.75536
C  -7.77332  -9.95876  -6.32208
C  0.04949  11.16533  -6.56376
C  1.60595  -1.75942  -10.04492
C  0.59949  2.07335  8.85394
C  0.96116  11.32759  -2.97215
C  2.60316  10.20367  -1.56271
C  -7.44526  -6.92283  -6.13193
C  -0.03812  11.21405  -4.08240
C  -6.15102  -10.45573  -4.54823
C  2.26430  -2.49320  -11.19665
C  -6.96170  -5.57352  -6.66777
C  -3.00545  -15.44321  5.93667
C  -8.80658  -8.84265  -6.56328
C  -0.12111  3.06581  7.93181
C  17.25774  5.08557  5.89894
C  -0.98345  3.00258  -0.56730
C  2.89283  -1.37161  1.57258
C  -2.00153  -2.62453  4.31027
C  -2.79503  -16.92694  6.32103
C  -3.44997  -2.68774  4.17607
C  -0.21786  -13.36698  4.57687
C  1.34742  -2.82712  -6.49158
C  0.43544  3.51981  -0.23289
C  -0.18986  7.44437  -6.69148
C  -11.27656  0.43548  0.81790
C  -5.63579  2.76744  8.27960
C  -1.65146  -13.89005  4.69858
C  -2.22981  3.79247  7.29669
C  0.56974  -4.94773  -5.57706
C  10.25659  5.41389  6.30678
C  -10.58678  1.77187  0.74525
C  2.79311  1.26378  9.65325
C  -7.82282  -3.50174  -7.30767
C  13.16489  4.57458  8.47211
C  -2.13333  0.89707  -1.07502
H  3.85565  -1.61913  1.12554
H  16.52048  5.80391  6.25747
H  -10.86268  -0.14077  1.64537
H  4.18448  -2.07263  -13.28505
H  1.76638  1.38209  -1.06803
H  -1.45776  -3.22078  3.57753
H  -1.66622  -1.58753  4.32750
H  17.66443  5.36491  4.92700
H  18.08252  5.16275  6.60737
H  0.23982  2.15960  9.87927
H  -1.53536  2.97548  0.37225
H  9.94777  4.61938  5.62744
H  -6.11724  2.54006  9.23070
H  11.51639  3.48852  7.43281
H  -0.00822  4.01330  8.45871
H  10.12897  6.26585  5.63896
H  15.74929  4.96157  8.41117
H  1.95544  10.50397  -0.73906
H  16.05508  2.25857  7.06327
H  0.27053  3.17078  6.92004
H  3.42291  10.92183  -1.58125
H  3.86006  0.67940  0.22585
H  -5.19701  -10.64214  -5.04139
H  -9.51564  1.57850  0.80341
H  -9.40978  -8.74907  -5.66024
H  15.40825  3.30931  8.96738
H  -4.16826  4.20103  6.56010
H  2.38064  -3.05977  -6.23385
H  -7.05082  -2.90803  -6.81816
H  2.30780  -2.28123  1.70830
H  -11.06527  -0.11962  -0.09607
H  5.45978  -2.75478  -12.28702
H  0.08063  4.27450  0.46899
H  0.83211  -2.33139  -5.66890
H  1.53615  12.23212  -3.17042
H  -2.34839  -16.78784  7.30553
H  1.79997  -0.68825  -10.10005
H  -0.66114  10.32388  -3.99546
H  -3.52641  -14.90427  6.72802
H  -2.12586  -17.55458  5.73248
H  1.67912  -2.12486  -12.03926
H  -3.60858  -15.43884  5.02875
H  -1.80662  4.07394  6.33244
H  -6.52331  -11.44622  -4.28666
H  0.71127  11.56724  -7.33096
H  -12.33776  0.56017  1.03331
H  -9.50688  -9.20421  -7.31625
H  0.41044  11.39937  -2.03425
H  -8.69219  -2.84730  -7.24451
H  11.05663  4.63096  8.60945
H  2.85910  2.58375  -0.49086
H  1.59855  -5.14626  -5.27667
H  -3.67876  -17.52684  6.53841
H  -0.62709  7.27215  -5.70798
H  0.31725  -1.48655  -7.75611
H  -6.21180  3.44027  7.64429
H  -5.66187  1.76306  7.85691
H  1.83749  -0.88051  -7.26124
H  0.52143  -1.84336  -10.11480
H  0.35355  1.13587  8.35520
H  17.35877  3.15959  7.79798
H  -0.88125  9.77133  -7.91630
H  3.98629  -3.65741  -12.76477
H  -7.20661  -10.20911  -7.21889
H  -6.32428  -4.99745  -5.99698
H  -0.69916  11.95752  -6.57177
H  -1.55053  3.77633  -1.08486
H  13.17209  3.88694  9.31781
H  -3.84482  2.49835  6.45308
H  -8.35270  -10.81365  -5.97340
H  -8.00569  -6.71992  -5.21932
H  3.78146  1.71967  9.71175
H  0.56708  6.71884  -6.98939
H  -5.93913  -10.03079  -3.56709
H  3.22146  1.36940  1.70871
H  -2.20655  4.73360  7.84608
H  -1.53120  9.68311  -6.34540
H  -7.61309  -3.58315  -8.37420
H  0.01887  -4.70910  -4.66728
H  2.34251  1.11481  10.63451
H  1.06721  3.94939  -1.01034
H  2.97767  9.19913  -1.36587
H  -1.04422  7.32523  -7.35781
H  -10.71526  2.36584  1.65015
H  -1.68486  -3.02259  5.27431
H  3.01136  -0.93841  2.56576
H  13.47016  5.56064  8.82225
H  -6.51157  -7.42376  -5.87621
H  -1.85280  -0.02829  -1.57811
H  0.12804  -5.87478  -5.94256
H  -0.69494  12.07683  -3.97149
H  2.81141  0.32198  9.10481
H  2.08207  -3.55707  -11.34851
H  9.54113  5.48469  7.12605
H  -6.41516  -5.76171  -7.59188
H  -2.24771  0.59416  -0.03422
H  -3.08332  1.13719  -1.55248

Entry 2:
C22H19AuF5N2O4S2 | ωB97M-V/def2-TZVPD

Properties
LUMO level (alpha / beta)   -2.604 / -6.251 eV
Energy relative to the best compared isomer or geometry (same formula, charge and spin)   0.00 kcal per mole
Spin multiplicity   3
Largest force on an atom   0.84 eV/A
Total charge   +1
Orbital gap (alpha / beta)   9.4 / 5.8 eV
HOMO level (alpha / beta)   -0.4412 / -0.4444 Ha

Atoms and positions in Å:
Au  -0.18380  -1.65736  0.37313
S  -2.87707  0.41980  -1.36757
S  1.04791  -2.43710  -1.32645
F  5.69099  -2.48578  -3.21728
F  4.91242  0.46757  0.36495
F  2.34491  -0.30170  0.50035
F  3.12174  -3.28123  -3.12056
F  6.58877  -0.61898  -1.46252
O  -3.04508  1.32566  -0.26452
O  -2.79779  -1.27567  3.49587
O  -3.80582  0.38865  -2.45499
O  -1.11696  -1.16645  2.10443
N  0.58490  1.33769  2.15133
N  -2.73560  -1.10109  -0.71207
C  1.17384  1.24730  -3.26334
C  2.64674  -1.85037  -1.29744
C  4.46242  -0.46534  -0.47069
C  -0.47163  1.70471  -1.55195
C  -2.32780  -1.56755  2.42577
C  2.48391  1.56120  -3.92775
C  0.75499  1.96104  -2.14460
C  0.32342  0.27785  -3.79020
C  5.32717  -1.01735  -1.41634
C  -0.07142  0.88448  4.40421
C  -0.90658  0.01389  -3.21043
C  -2.31559  1.44507  5.03462
C  -3.13234  -2.34527  1.41251
C  -0.35722  1.35431  3.08559
C  -1.04420  0.93534  5.35411
C  4.86537  -1.97400  -2.31576
C  -1.65208  1.87536  2.77012
C  3.54529  -2.37406  -2.25363
C  3.14816  -0.87600  -0.41834
C  -1.28602  0.71150  -2.07173
C  -3.73063  -1.43692  0.33826
C  -2.60566  1.91595  3.74049
H  0.36739  1.59727  1.20078
H  -2.82624  -1.75250  -1.48750
H  1.49048  0.92902  2.32271
H  -2.53025  -3.13099  0.95431
H  -3.59586  2.28426  3.51415
H  -0.85147  0.56770  6.35053
H  2.35454  2.35542  -4.66358
H  1.38812  2.74549  -1.75006
H  -3.95758  -2.81064  1.95123
H  2.88050  0.69313  -4.45380
H  3.22501  1.90566  -3.20659
H  0.90587  0.47568  4.61618
H  -3.08628  1.46128  5.79111
H  0.61926  -0.26489  -4.67842
H  -4.07743  -0.50872  0.79362
H  -1.57138  -0.71382  -3.65323
H  -0.83564  2.30222  -0.72844
H  -4.59279  -1.91570  -0.12637
H  -1.86592  2.18497  1.75580

Entry 3:
CH3IS2 | ωB97M-V/def2-TZVPD

Properties
LUMO level (alpha / beta)   -2.680 / -2.197 eV
Energy relative to the best compared isomer or geometry (same formula, charge and spin)   25.33 kcal per mole
Largest force on an atom   1.95 eV/A
Total charge   0
Orbital gap (alpha / beta)   6.5 / 7.3 eV
HOMO level (alpha / beta)   -0.3377 / -0.3473 Ha

Atoms and positions in Å:
I  3.94797  0.12284  -0.03061
S  1.14713  -3.04643  0.38734
S  1.40074  -1.45288  -0.71868
C  0.74659  0.20979  0.03147
H  0.82842  0.88632  -0.82267
H  1.46897  0.52081  0.83306
H  -0.24300  0.00549  0.46848

Entry 4:
C4H15N3S | ωB97M-V/def2-TZVPD

Properties
LUMO level   0.910 eV
Energy relative to the best compared isomer or geometry (same formula, charge and spin)   5.22 kcal per mole
Largest force on an atom   0.55 eV/A
Total charge   0
Orbital gap   9.8 eV
HOMO level   -0.3271 Ha

Atoms and positions in Å:
S  -3.07661  -0.51334  -0.72565
N  2.57582  -0.68577  2.23871
N  2.32472  0.18329  -0.02514
N  0.10074  1.67670  -2.01740
C  1.73614  -1.87007  2.39966
C  -0.67110  0.70640  -1.22605
C  -2.16092  0.88749  -1.45284
C  1.95964  0.32428  1.37691
H  -0.37625  -0.28175  -1.57752
H  -0.43117  0.78555  -0.16286
H  0.02350  2.59967  -1.60596
H  -2.35300  0.98658  -2.51784
H  -2.50567  1.80296  -0.97308
H  2.08414  -0.74944  -0.34861
H  1.07277  1.40075  -1.93505
H  1.55480  -2.34568  1.43366
H  0.76739  -1.67285  2.87232
H  0.86877  0.27720  1.46221
H  2.24638  1.31930  1.71840
H  2.26090  -2.60198  3.01551
H  2.73430  -0.30694  3.16562
H  3.34112  0.21213  -0.03058
H  -4.04267  -0.56651  -1.64922